# 1
77
Properties=species:S:1:pos:R:3:forces:R:3 method="wB97M-V/def2-TZVPD" smiles=CCCCCCC[PH3]B(O)OCC.CCCCCC.CCCCCC
C 2.4778 2.3449 -0.8888 -0.076 0.112 0.027
C 2.1184 3.5901 -1.6963 0.275 -0.188 0.180
C 1.4591 4.6607 -0.8266 -0.126 0.120 -0.584
C 0.6508 5.7001 -1.6342 -0.277 -0.629 0.323
C -0.8043 5.7845 -1.1595 0.328 0.591 -0.234
C -1.5809 6.8975 -1.8989 -0.200 -0.276 -0.295
C -2.9467 6.5197 -2.4986 -0.043 0.137 0.130
P -3.9965 5.2976 -1.4951 0.271 -0.074 -0.046
B -5.1651 4.0540 -0.4661 0.029 -0.404 0.416
O -5.1736 4.1769 0.9078 -0.080 0.848 -0.379
O -6.0338 3.1376 -0.9993 0.268 0.104 -0.124
C -5.7689 2.6002 -2.2927 -0.395 -0.265 -0.154
C -4.6447 1.5825 -2.2763 -0.053 -0.002 -0.308
H 2.9513 2.6488 0.0453 0.155 -0.113 0.044
H 1.5931 1.7647 -0.6246 -0.097 0.024 0.008
H 3.1522 1.6859 -1.4327 0.070 -0.039 0.000
H 3.0407 3.9816 -2.1300 -0.046 0.136 -0.154
H 1.4689 3.3171 -2.5294 -0.090 0.007 -0.036
H 2.2366 5.1734 -0.2618 -0.040 -0.115 0.313
H 0.7844 4.1504 -0.1373 0.021 0.080 0.222
H 0.6044 5.3506 -2.6674 0.199 0.331 -0.206
H 1.1160 6.6826 -1.5937 0.050 0.090 -0.143
H -1.2375 4.8015 -1.3282 -0.148 -0.076 0.167
H -0.8162 6.0049 -0.0921 -0.084 -0.271 0.133
H -1.7348 7.7476 -1.2363 0.118 0.034 0.130
H -0.9515 7.2551 -2.7157 0.044 0.164 0.002
H -2.8582 6.1164 -3.5118 0.072 -0.157 -0.018
H -3.5531 7.4268 -2.5878 -0.054 0.037 -0.027
H -5.1850 5.8068 -2.1511 0.030 -0.058 -0.103
H -3.2082 4.1980 -2.0362 -0.094 0.099 -0.075
H -3.6384 5.9671 -0.2750 0.001 0.018 0.057
H -6.0615 4.0857 1.2582 -0.154 -0.515 0.325
H -5.5890 3.3844 -3.0308 0.107 0.151 0.065
H -6.6801 2.0931 -2.6077 -0.130 0.065 0.082
H -4.7087 0.9595 -1.3881 0.020 -0.001 0.103
H -3.6598 2.0408 -2.3472 0.062 0.057 0.207
H -4.7565 0.9328 -3.1448 0.066 -0.049 -0.046
C 1.6517 -2.5309 0.1475 0.083 0.022 0.086
C 2.8653 -1.6627 -0.1714 -0.129 0.022 -0.016
C 3.1589 -1.5573 -1.6662 0.064 0.038 -0.015
C 3.4980 -2.8818 -2.3520 -0.047 -0.013 0.016
C 4.6888 -3.6278 -1.7525 0.045 0.028 -0.066
C 5.9987 -2.8500 -1.8363 -0.018 -0.062 0.059
H 1.7983 -3.5642 -0.1715 -0.027 -0.002 -0.017
H 1.4612 -2.5455 1.2221 -0.042 -0.013 -0.006
H 0.7562 -2.1454 -0.3448 -0.002 -0.024 -0.029
H 3.7394 -2.0463 0.3619 0.021 0.010 -0.021
H 2.6896 -0.6558 0.2166 0.035 0.004 0.017
H 3.9785 -0.8486 -1.8157 0.007 -0.009 -0.014
H 2.2904 -1.1182 -2.1679 -0.009 0.003 0.016
H 3.6995 -2.6821 -3.4092 0.014 -0.012 -0.004
H 2.6230 -3.5374 -2.3327 -0.006 0.008 0.002
H 4.8046 -4.5761 -2.2834 -0.003 -0.017 0.023
H 4.4835 -3.8867 -0.7101 -0.021 -0.009 -0.001
H 6.2405 -2.6060 -2.8728 -0.008 0.030 -0.003
H 6.8248 -3.4354 -1.4306 0.015 0.010 -0.010
H 5.9520 -1.9171 -1.2726 -0.001 0.012 -0.009
C 1.2499 -5.7694 2.1696 -0.078 -0.058 -0.037
C -0.1612 -5.2633 2.4517 0.084 0.059 -0.029
C -0.2438 -4.3377 3.6642 -0.048 0.009 0.015
C 0.1632 -4.9785 4.9922 0.038 -0.003 -0.020
C -0.6339 -6.2244 5.3745 -0.044 0.049 0.054
C -2.1246 -5.9592 5.5623 0.035 -0.077 -0.020
H 1.6403 -6.3711 2.9917 -0.001 0.012 0.014
H 1.2638 -6.3928 1.2741 0.036 0.007 -0.006
H 1.9332 -4.9339 2.0061 0.034 -0.011 0.032
H -0.8376 -6.1131 2.5779 -0.019 0.012 0.013
H -0.5210 -4.7160 1.5761 -0.018 -0.016 -0.007
H -1.2621 -3.9473 3.7434 -0.001 -0.001 0.013
H 0.3963 -3.4666 3.4897 0.007 -0.006 -0.016
H 0.0545 -4.2310 5.7843 -0.005 -0.009 0.014
H 1.2264 -5.2325 4.9640 0.001 0.006 -0.007
H -0.2245 -6.6232 6.3061 0.008 -0.026 -0.010
H -0.4935 -7.0055 4.6223 0.021 0.000 -0.003
H -2.2911 -5.2026 6.3319 -0.006 0.026 -0.016
H -2.6451 -6.8671 5.8698 -0.017 0.010 0.009
H -2.5928 -5.6107 4.6406 -0.003 0.015 0.001

---

# 2
81
Properties=species:S:1:pos:R:3:forces:R:3 method="wB97M-V/def2-TZVPD" e_above_lowest_kcal_mol=31.4 total_charge=+2
C -2.2373 3.2765 5.0788 1.378 -0.238 0.762
O -2.8114 2.2565 4.3323 -1.094 -1.199 -1.528
C -2.6012 2.4272 2.9405 1.369 -0.133 0.515
C -3.0580 1.2346 2.0985 -0.718 0.361 0.856
N -2.1362 0.0028 2.2938 -1.190 0.458 -0.400
H -1.2132 0.3611 2.0942 0.916 0.267 -0.585
H -2.1225 -0.1949 3.2841 -0.299 -0.259 0.511
C -2.3281 -1.2849 1.4367 -1.671 1.410 0.409
C -3.7606 -1.9318 1.5381 0.750 -0.233 -0.342
O -4.7598 -1.1531 0.9417 -0.016 1.228 0.637
C -6.1631 -1.4533 1.2424 1.437 -0.180 -0.649
H -1.1543 3.2250 4.9666 0.397 0.099 -0.125
H -2.4049 2.9865 6.1160 -0.402 0.711 -0.003
H -2.5083 4.2877 4.7753 -0.608 -0.017 0.259
H -1.5291 2.5540 2.7900 0.493 0.017 -0.181
H -3.0029 3.3912 2.6284 -0.630 -0.179 -0.431
H -3.1096 1.5402 1.0535 0.332 -0.474 0.097
H -4.0668 1.0104 2.4451 0.094 -0.586 -0.233
H -1.5388 -1.9583 1.7707 -0.219 -0.080 -0.138
H -2.1582 -0.9047 0.4294 0.132 -0.325 -0.069
H -3.9565 -2.2534 2.5610 -0.227 0.305 0.298
H -3.7093 -2.8488 0.9511 0.399 -0.413 0.040
H -6.6887 -0.8229 0.5251 -0.204 -0.350 0.141
H -6.4729 -1.2045 2.2574 0.303 0.009 0.089
H -6.2693 -2.5192 1.0408 -0.594 0.046 0.025
C 2.3396 1.5988 -3.1246 0.238 -0.120 1.201
O 1.5642 1.2938 -4.2266 -1.713 -0.215 -0.865
C 0.2443 0.7686 -3.9801 -0.127 0.643 0.402
C -0.9220 1.7968 -3.8145 1.550 1.425 -0.447
N -0.5725 2.8249 -2.6650 -0.989 -1.263 -1.055
H -0.4842 2.3288 -1.7897 0.061 -0.765 1.031
H 0.3846 3.1015 -2.8313 0.110 0.693 -0.400
C -1.5607 3.9575 -2.4191 1.326 -0.985 -2.444
C -2.7499 3.4242 -1.7506 -0.924 0.433 2.484
O -3.4851 2.4005 -2.3930 0.246 0.897 -0.652
C -3.8344 1.3366 -1.5374 0.090 -0.432 0.226
H 1.9643 2.4590 -2.5702 0.333 0.356 0.092
H 3.3776 1.7730 -3.4082 -0.219 0.076 -0.270
H 2.3162 0.7926 -2.3913 0.092 -0.300 0.148
H 0.1836 0.1868 -3.0604 0.580 -0.394 0.135
H 0.0370 0.1253 -4.8352 -0.227 0.101 0.084
H -1.9159 1.3611 -3.7121 0.336 -0.032 0.555
H -0.9686 2.4447 -4.6897 0.014 -0.038 -0.115
H -1.8365 4.2978 -3.4172 0.156 0.374 -0.006
H -1.0112 4.7307 -1.8822 -0.433 -0.036 0.171
H -3.2955 4.3214 -1.4583 -1.022 0.105 -0.700
H -2.4624 3.1605 -0.7329 0.318 -0.922 0.152
H -4.2297 0.4602 -2.0510 0.240 0.291 -0.733
H -4.6508 1.5774 -0.8564 0.271 0.400 0.423
H -2.9030 1.0352 -1.0581 -0.180 -0.282 0.625
C 7.3408 -0.7010 -1.1968 -0.929 -0.843 1.270
C 6.1560 -0.4631 -0.2495 -1.896 -0.971 0.335
C 4.8959 -1.3751 -0.5380 -0.728 0.905 0.272
C 3.5593 -1.0818 0.3357 -0.104 -1.474 -1.407
N 2.5338 -2.2879 0.2673 -0.293 -0.612 -2.271
C 1.3624 -2.0666 1.2110 -0.193 -0.624 -0.515
C 0.8790 -3.5029 1.6925 1.150 1.660 -0.209
C 2.0978 -4.4405 1.4836 -0.512 0.833 -0.544
C 3.1100 -3.5743 0.7422 1.492 -0.266 1.251
C 1.9971 -2.5193 -1.2093 0.557 -0.417 0.940
H 8.1477 -0.0401 -0.8801 -0.046 0.153 -0.724
H 7.0204 -0.7059 -2.2386 0.421 0.519 -0.023
H 7.6711 -1.7119 -0.9578 0.284 -0.126 -0.280
H 5.7322 0.5391 -0.3133 0.553 0.301 0.357
H 6.3980 -0.7756 0.7663 0.492 0.826 0.198
H 5.1594 -2.4240 -0.4023 0.011 -0.010 -0.134
H 4.6918 -1.1610 -1.5871 -0.486 -0.470 -0.110
H 2.8514 -0.3471 -0.0478 0.792 0.828 -0.009
H 3.7101 -0.9380 1.4056 0.299 0.046 -0.121
H 0.6116 -1.5074 0.6527 0.004 -0.007 0.069
H 1.7069 -1.4026 2.0038 0.075 -0.293 0.131
H 0.0315 -3.7932 1.0717 -0.091 -0.163 0.455
H 0.6639 -3.3471 2.7497 -0.547 -0.539 -0.127
H 1.8337 -5.2998 0.8672 -0.050 -0.078 0.341
H 2.5933 -4.7458 2.4052 -0.458 -0.260 -0.034
H 3.6590 -4.2031 0.0413 -0.061 0.740 -0.540
H 3.8262 -3.2087 1.4781 0.297 -0.329 0.040
H 1.3617 -3.4039 -1.1669 -0.342 0.267 0.218
H 2.7854 -2.8236 -1.8978 0.484 0.280 0.493
H 1.4911 -1.6671 -1.6630 -0.055 0.167 0.686
Br 0.3536 1.3978 0.2376 -0.373 -0.293 -0.009

---

Record-wise LUMO energy values, in eV: 0.54 -4.41
Record-wise HOMO values, in eV: -7.366 -14.128